ORCA calculation (wB97M-V/def2-TZVPD) on a cluster of 2 separate species, C6H14BF4O2P in total at a distorted geometry.

Its frontier orbital gap is 7.71 eV. The value obtained for the LUMO energy is -1.82 eV. The value obtained for the HOMO energy is -0.3502 Eh.

XYZ file:
```
28
C6H14BF4O2P wB97M-V/def2-TZVPD
H 2.48863 -0.72258 0.92863
H -0.98696 -0.71944 -3.68439
H 0.97770 -2.52706 -0.02316
H 1.03171 1.67129 -2.53905
H -1.71391 -0.80294 -1.91972
H -1.24980 2.09177 -2.94227
C -0.72734 -0.53849 -2.53675
C -1.98518 1.13109 0.35033
C -0.61494 1.75785 -0.29649
H -0.12314 -0.96187 0.08391
H -0.11122 -2.69188 -2.11365
F -0.74743 1.60768 4.21352
O 3.37609 -1.11373 -0.97298
C 0.82483 -1.42915 -0.46042
B -0.96477 0.30113 4.81305
H 0.28624 1.44331 0.41914
F -2.39082 0.02304 4.86483
C 2.20306 -0.56971 -0.21907
H 3.26352 -0.69781 -1.89389
F -0.30150 -0.71556 4.01294
C 0.41076 -1.62054 -2.04587
F -0.41942 0.28955 6.16064
O -1.92064 0.40443 1.49495
H -3.05657 1.27641 -0.10604
H -0.66783 2.94609 -0.21247
H 1.34848 -1.69334 -2.76619
P -0.32482 1.28660 -2.13656
H 2.09529 0.57385 -0.47298
```

ORCA calculation (wB97M-V/def2-TZVPD) on a cluster of 2 separate species, C6H14BNO9S in total at a distorted geometry.

Its frontier orbital gap is 8.80 eV. The value obtained for the LUMO energy is -0.64 eV. The SMILES is O=S1(=O)OCCO1.O=NOBCOCOCCO. The value obtained for the HOMO energy is -0.3471 Eh.

XYZ file:
```
32
C6H14BNO9S wB97M-V/def2-TZVPD
O 4.40939 -0.50522 0.07220
B -2.55474 1.16339 -0.90379
H -0.43212 0.21610 1.04390
O 3.06876 1.11705 -1.07451
O 2.13771 -0.07628 0.88842
H 6.17104 0.55623 -0.17487
C 4.39820 1.61428 -0.88213
N -3.23724 2.45914 1.00404
H -0.10127 -1.36141 0.29917
H -1.62030 1.90770 -1.02406
C 5.24036 0.36783 -0.70239
H -2.49983 -0.40286 1.70204
C -0.45591 -0.87083 1.20473
O -3.08040 3.55207 0.67369
H 4.40879 2.23935 0.01290
S 2.87296 -0.27636 -0.30536
O 0.44800 -1.16056 2.26253
O -2.44265 -2.07016 0.45478
C -2.49230 -0.23392 -1.60337
H 4.69918 2.20571 -1.74260
C -1.90274 -1.30379 1.52014
O -3.56339 -1.14589 -1.38359
H 5.45289 -0.11456 -1.65856
H 0.23461 -0.55011 2.97801
H -1.51301 -0.68933 -1.40565
H -4.33393 -2.49869 -0.13885
O 2.46731 -1.24839 -1.25763
O -3.61100 1.56393 -0.12803
C -3.66553 -1.63634 -0.07044
H -2.49516 -0.03976 -2.68567
H -4.14378 -0.89092 0.57919
H -1.86389 -1.88740 2.44578
```

ORCA calculation (wB97M-V/def2-TZVPD) on a structure of composition C6H14Cl2O3OsP at a distorted geometry.

Its spin multiplicity is 5. Its frontier orbital gap (spin up / spin down) is 9.11 / 5.69 eV. The value obtained for the LUMO energy (spin up / spin down) is -13.87 / -17.05 eV. The value obtained for the HOMO energy (spin up / spin down) is -0.8445 / -0.8356 Eh. The relative energy (zero: lowest compared OMol25 entry of this formula, charge and spin) comes out at 0.0 kJ/mol. Its charge is +3.

XYZ file:
```
27
C6H14Cl2O3OsP wB97M-V/def2-TZVPD
H -1.21771 2.91601 1.13770
H -1.24122 3.34788 -0.58265
O -1.97024 0.39170 2.54439
H -0.97854 -3.81740 -2.05092
H 1.62637 3.21319 -0.61244
H 0.32559 -2.66662 -2.49899
C -0.16622 -3.19010 -1.63351
H -0.66202 -2.68940 2.71612
Cl 2.47672 -0.91075 0.16607
C -1.24111 -0.14517 1.82303
C -0.76911 -2.29409 -0.52091
C 1.57717 2.42430 0.13514
Cl 1.29037 0.33679 2.58344
H 0.74807 -2.06870 3.05137
H -2.21437 1.97353 -0.03037
C -1.27900 2.52105 0.11055
H 0.15706 2.04460 -2.52254
C 0.13742 1.09697 -2.00970
H 1.53509 2.90057 1.10946
O -1.96197 -2.38906 -0.28260
H 0.57259 -3.84812 -1.15790
P 0.14518 1.31033 -0.16735
H -0.81231 0.58139 -2.22506
Os 0.16187 -0.78173 0.76017
H 2.50679 1.85266 0.06381
H 0.99940 0.46530 -2.27799
O 0.25412 -2.57511 2.37173
```

ORCA calculation (wB97M-V/def2-TZVPD) on a structure of composition C6H14ClFeMgO at a distorted geometry.

Its spin multiplicity is 6. Its frontier orbital gap (spin up / spin down) is 5.27 / 5.34 eV. The value obtained for the LUMO energy (spin up / spin down) is 5.56 / 5.63 eV. The value obtained for the HOMO energy (spin up / spin down) is 0.0108 / 0.0106 Eh. The relative energy (zero: lowest compared OMol25 entry of this formula, charge and spin) comes out at 65.7 kJ/mol. Its charge is -2.

XYZ file:
```
24
C6H14ClFeMgO wB97M-V/def2-TZVPD
O 3.05607 -0.80425 0.04095
H -1.45583 -1.75997 -1.34564
H -1.94993 2.27678 -3.87968
C -0.92336 -0.88069 -1.73721
H 2.67002 -2.01465 2.83141
H -0.09354 -0.64286 -1.01048
C 2.35482 -1.17167 0.94224
C 2.39410 -2.33670 1.82337
Mg 0.55466 0.36492 1.03653
H -1.76478 -0.28581 2.16910
H -0.51861 0.30614 3.39230
H -0.44284 1.28825 -3.59727
H -0.03732 3.10332 1.37064
H -0.95844 2.57874 -2.36594
H 1.38048 -2.73151 1.90971
C -0.72881 -0.36846 2.53464
Fe -2.30366 0.34898 -2.34715
H -0.60855 -1.02109 -2.80010
H -0.51504 -1.42524 2.75846
C 0.79434 2.42647 0.98570
H 3.08915 -3.10369 1.44927
C -1.28585 1.83262 -3.11849
H 1.20117 2.93850 0.07356
Cl -3.90825 1.08188 -1.11592
```

ORCA calculation (wB97M-V/def2-TZVPD) on the molecule C6H14ClN at a distorted geometry.

Its frontier orbital gap is 9.38 eV. The value obtained for the LUMO energy is 0.98 eV. The SMILES is CCN(CC)CCCl. The value obtained for the HOMO energy is -0.3089 Eh. The relative energy (zero: lowest compared OMol25 entry of this formula, charge and spin) comes out at 116.3 kJ/mol.

XYZ file:
```
22
C6H14ClN wB97M-V/def2-TZVPD
C -0.14740 1.28431 2.08408
H 2.33936 -0.66668 -1.23213
C -1.34411 -0.47157 0.10019
N -0.35009 0.56668 -0.30621
H 1.03332 2.01353 0.40761
C 1.48664 -0.40473 -1.97756
H -0.52543 0.44038 -2.35796
Cl -1.29377 2.58276 1.74751
C 0.62870 0.94697 0.68954
H 0.54574 1.44655 2.83105
H 1.06310 -1.43160 -2.25922
H 0.75893 1.54708 -1.78175
H -2.03908 -0.15163 0.83113
C -0.88052 -1.80233 0.71743
H -1.71064 -2.35885 0.95358
C 0.27062 0.60838 -1.60853
H -0.18237 -2.23866 0.01152
H -1.90617 -0.73032 -0.79690
H -0.74484 0.39898 2.32367
H -0.25344 -1.65915 1.63768
H 1.74222 -0.19787 -3.05973
H 1.50921 0.27776 1.04499
```

ORCA calculation (wB97M-V/def2-TZVPD) on a structure of composition C6H14ClN2O2Pt at a distorted geometry.

Its spin multiplicity is 3. Its frontier orbital gap (spin up / spin down) is 4.70 / 2.96 eV. The value obtained for the LUMO energy (spin up / spin down) is -6.64 / -8.38 eV. The value obtained for the HOMO energy (spin up / spin down) is -0.4168 / -0.4167 Eh. The relative energy (zero: lowest compared OMol25 entry of this formula, charge and spin) comes out at 0.0 kJ/mol. Its charge is +1.

XYZ file:
```
26
C6H14ClN2O2Pt wB97M-V/def2-TZVPD
Cl 16.96933 17.78560 7.86518
H 15.44492 21.90557 7.99523
O 16.79119 18.08796 11.27326
C 14.33490 22.25771 4.75605
H 18.33037 20.23574 13.12192
N 18.46942 19.36467 10.58959
H 15.97882 19.81652 6.29750
O 15.76474 20.49460 4.07723
H 14.98578 20.14637 8.02634
H 13.34470 21.82283 4.62012
H 20.02628 20.45016 11.77501
H 18.32603 19.09745 9.62620
H 17.33093 18.89655 13.70969
H 13.90491 21.30387 7.27807
H 14.22925 23.01558 5.53231
C 17.70534 18.86253 11.55359
Pt 15.81331 16.82842 9.87553
C 19.76482 19.99150 10.82140
H 20.50717 19.23939 10.55428
H 18.91292 18.52792 13.32429
C 14.95481 21.08444 7.47212
N 15.61393 20.75558 6.22591
H 19.87957 20.81339 10.11470
C 18.10274 19.17758 12.99315
H 14.50438 22.70303 3.77572
C 15.26802 21.09932 5.03395
```